{"formula": "C4H2N2", "method": "the ωB97M-V functional and the def2-TZVPD basis", "elements": ["C", "C", "C", "C", "N", "N", "H", "H"], "coordinates": [[-0.70726, 2.15415, 1.28732], [-0.69519, -1.04796, -0.34543], [1.25753, -0.64807, -0.66343], [0.03755, -0.01281, -0.01542], [-1.08862, 3.07673, 1.83899], [0.58015, -1.65863, -0.99713], [-1.67670, -1.45787, -0.28899], [2.29254, -0.40555, -0.81591]], "forces_ev_per_angstrom": [[1.3809, -3.6716, -2.2185], [-0.5544, 1.2180, 0.7709], [0.8416, -0.3834, -0.4202], [-1.6148, 1.0385, 0.9641], [-0.6088, 1.5233, 0.9142], [0.6363, 0.3919, 0.0287], [-0.2760, -0.2059, -0.0327], [0.1952, 0.0892, -0.0066]], "nbo_charge": [0.146, -0.126, 0.089, 0.166, -0.503, -0.259, 0.253, 0.235], "orbital_gap_ev": [7.56, 8.42], "energy_ev": -7151.4046, "charge": 0, "molar_mass_g_mol": 78.07, "e_above_lowest_kcal_mol": 173.08, "lumo_ev": [-2.7, -2.4]}